Below is one molecule with the formula C5H11NO, with properties calculated with ωB97M-V/def2-TZVPD.

Structure (XYZ):
```
18
Properties=species:S:1:pos:R:3:forces:R:3
C -1.69906 0.00984 -0.84968 0.03 -0.02 -0.03
C -0.81629 0.94685 -0.02243 -0.26 0.12 0.01
C -1.21930 0.95495 1.44609 0.01 0.02 0.05
N 0.42832 -1.35816 0.66572 0.23 0.01 -0.11
C 1.14023 -0.44513 0.14189 -0.04 -0.28 0.04
O 0.61004 0.73938 -0.20488 0.05 -0.21 -0.03
C 2.61248 -0.54431 -0.19144 -0.02 -0.05 0.00
H -2.68517 0.47592 -0.96395 0.17 -0.04 0.02
H -1.28741 -0.15124 -1.85070 -0.01 0.07 0.12
H -1.83016 -0.95965 -0.36510 0.08 0.17 -0.07
H -0.93123 1.96011 -0.41980 0.05 -0.11 0.04
H -2.22161 1.38971 1.52767 0.14 -0.03 0.02
H -0.52533 1.56476 2.03256 -0.11 -0.03 -0.06
H -1.23432 -0.05768 1.85274 -0.01 0.20 -0.06
H 0.98678 -2.18797 0.83112 0.06 0.01 0.04
H 2.78314 -0.33782 -1.25198 -0.08 0.02 0.13
H 2.95933 -1.55715 0.02957 -0.02 0.17 -0.05
H 3.22118 0.16012 0.38536 -0.25 -0.02 -0.06
```
Forces are in eV/Å.

Values from the calculation:
Energy above the lowest of the compared OMol25 structures with the same formula, charge and spin: 17.3 kcal per mole
Lowest unoccupied orbital energy: 1.02 eV
Strongest force on any atom: 0.00560 Eh/bohr
Charge: 0
Orbital gap: 10.9 eV

Atom charges from the Mulliken analysis, given in e for atoms 1 to 8: -1.39 0.53 -1.40 -0.60 0.72 -0.41 -1.09 0.44